(A)
2 unconnected molecules or ions with the total composition C14H16, computed with ωB97M-V/def2-TZVPD.

Geometry as ORCA input:
```
! RIJCOSX wB97M-V def2-TZVPD def2/J DEFGRID3
* xyz 0 1
C -1.32213 1.86186 3.16179
C -0.52413 0.60848 2.93402
C -0.86369 -0.30406 1.93189
C -0.13085 -1.46856 1.75401
C 0.89787 -1.75195 2.63500
C 1.32133 -0.81539 3.55745
C 0.55643 0.33093 3.75794
H -2.33544 1.65471 3.52288
H -1.38094 2.49581 2.28011
H -0.89461 2.47209 3.95846
H -1.75821 -0.09951 1.35900
H -0.31100 -2.03367 0.85105
H 1.46128 -2.68332 2.59214
H 2.19774 -0.93464 4.17684
H 0.90460 1.07112 4.46944
C -0.60210 -1.86892 -3.82708
C -0.01298 -0.65023 -3.18410
C 0.29102 0.48050 -3.93286
C 0.69677 1.66781 -3.33223
C 0.69251 1.75441 -1.95120
C 0.47664 0.61686 -1.16888
C 0.19586 -0.58011 -1.80039
H -0.59833 -2.70644 -3.12588
H 0.00455 -2.18322 -4.67559
H -1.60592 -1.73863 -4.22781
H 0.18545 0.38693 -5.01332
H 0.83211 2.57479 -3.90096
H 0.78987 2.71152 -1.46185
H 0.76423 0.62159 -0.11823
H 0.07208 -1.49077 -1.22167
*
```

E_HOMO	-8.9	eV
SMILES	Cc1ccccc1.Cc1ccccc1
Kohn-Sham gap	9.86	eV

Results of the Löwdin charge analysis, in e, for atoms 1 through 2: C -0.057; C -0.284

***

(B)
2 unconnected molecules or ions with the total composition C14H16, computed with ωB97M-V/def2-TZVPD.

Geometry as ORCA input:
```
! RIJCOSX wB97M-V def2-TZVPD def2/J DEFGRID3
* xyz 0 1
C 2.58254 -4.02242 0.12741
C 2.76568 -2.84988 -0.77323
C 3.93915 -2.04720 -0.65499
C 4.13499 -0.99018 -1.55111
C 3.16000 -0.70307 -2.53071
C 1.97521 -1.48353 -2.44917
C 1.72754 -2.47269 -1.56760
H 1.52928 -4.41039 0.19854
H 2.80685 -3.56436 1.08230
H 2.98965 -4.98691 -0.08913
H 4.74653 -2.21856 0.03528
H 5.08033 -0.55216 -1.59084
H 3.33311 0.08752 -3.25519
H 1.36291 -1.12592 -3.25010
H 0.77115 -2.92593 -1.47463
C -2.00166 2.17262 3.12918
C -2.56284 2.41678 1.81937
C -3.95287 2.66029 1.61815
C -4.46669 2.55275 0.35508
C -3.63725 2.22112 -0.73462
C -2.22309 2.06039 -0.53506
C -1.64868 2.13875 0.79857
H -2.10200 3.10402 3.68658
H -0.95722 1.84385 3.17915
H -2.65309 1.52023 3.69983
H -4.66540 2.88921 2.53506
H -5.52865 2.69479 0.28642
H -4.25122 2.16594 -1.66510
H -1.62914 1.73271 -1.36145
H -0.62513 2.09224 0.93198
*
```

E_HOMO	-8.7	eV
SMILES	Cc1ccccc1.Cc1ccccc1
Kohn-Sham gap	9.53	eV

Results of the Löwdin charge analysis, in e, for atoms 1 through 2: C -0.063; C -0.285

***

(C)
2 unconnected molecules or ions with the total composition C14H16, computed with ωB97M-V/def2-TZVPD.

Geometry as ORCA input:
```
! RIJCOSX wB97M-V def2-TZVPD def2/J DEFGRID3
* xyz 0 1
C 4.81866 0.19327 1.28332
C 3.82240 -0.52767 0.42660
C 3.65052 -0.27974 -0.95462
C 2.42727 -0.36006 -1.58968
C 1.34928 -0.93779 -0.92096
C 1.64124 -1.53742 0.30110
C 2.80175 -1.27081 1.05455
H 4.23794 0.99435 1.73826
H 5.76508 0.36464 0.77135
H 5.04245 -0.48160 2.12824
H 4.48716 0.07265 -1.60998
H 2.39504 -0.01294 -2.60898
H 0.35146 -1.07215 -1.32488
H 0.85566 -2.23448 0.69552
H 2.89275 -1.62200 2.07500
C -4.93058 -0.85595 -0.06343
C -3.68756 0.11344 -0.01442
C -3.81281 1.36319 -0.59047
C -2.72406 2.19652 -0.43608
C -1.43934 1.79700 0.01388
C -1.38302 0.51701 0.57227
C -2.54885 -0.29438 0.62643
H -4.68870 -1.65974 0.59318
H -4.90270 -1.09361 -1.14189
H -5.88378 -0.48650 0.28993
H -4.66393 1.77011 -1.12093
H -2.66722 3.25322 -0.80536
H -0.61860 2.43332 -0.23835
H -0.46095 0.18592 1.03044
H -2.30608 -1.35032 0.93817
*
```

E_HOMO	-8.8	eV
SMILES	Cc1ccccc1.Cc1ccccc1
Kohn-Sham gap	9.73	eV

Results of the Löwdin charge analysis, in e, for atoms 1 through 2: C -0.056; C -0.287

***

Which of them is the least stable? Correct choice: (B).

***

(A)
2 unconnected molecules or ions with the total composition C14H16, computed with ωB97M-V/def2-TZVPD.

Geometry as ORCA input:
```
! RIJCOSX wB97M-V def2-TZVPD def2/J DEFGRID3
* xyz 0 1
C 0.16317 1.28552 2.82469
C 1.08786 1.34430 1.60159
C 0.95496 0.34502 0.63418
C 1.81312 0.46284 -0.44568
C 2.62883 1.55709 -0.66159
C 2.65841 2.56503 0.28745
C 1.85704 2.47861 1.41348
H -0.72008 0.68537 2.63082
H -0.04906 2.27816 3.21618
H 0.82371 0.85873 3.59040
H 0.40515 -0.53977 0.90698
H 1.78403 -0.24964 -1.25373
H 3.36044 1.60513 -1.45423
H 3.19543 3.50124 0.15360
H 1.92974 3.21732 2.20109
C -1.91599 -2.36034 1.32423
C -1.75030 -1.79720 -0.06554
C -1.88555 -0.42266 -0.28991
C -1.64682 0.08484 -1.55580
C -1.14144 -0.67947 -2.59925
C -1.04569 -2.04859 -2.39733
C -1.38336 -2.57029 -1.15664
H -2.83072 -1.94397 1.74324
H -1.13143 -1.89715 1.92766
H -1.97939 -3.44001 1.37400
H -2.24156 0.22055 0.50565
H -1.60684 1.16892 -1.62234
H -0.88985 -0.18411 -3.52805
H -0.77743 -2.72440 -3.19930
H -1.31852 -3.64283 -0.98650
*
```

E_HOMO	-8.8	eV
SMILES	Cc1ccccc1.Cc1ccccc1
Kohn-Sham gap	9.78	eV

Results of the Löwdin charge analysis, in e, for atoms 1 through 2: C -0.042; C -0.271

***

(B)
2 unconnected molecules or ions with the total composition C14H16, computed with ωB97M-V/def2-TZVPD.

Geometry as ORCA input:
```
! RIJCOSX wB97M-V def2-TZVPD def2/J DEFGRID3
* xyz 0 1
C -2.64440 0.13480 -4.61575
C -2.47605 -0.41089 -3.24838
C -3.12668 -1.47021 -2.64438
C -2.89918 -1.87867 -1.33442
C -1.79640 -1.38514 -0.65663
C -1.06680 -0.36332 -1.25168
C -1.40260 0.13154 -2.49400
H -3.04736 1.14551 -4.66214
H -3.26848 -0.44730 -5.30069
H -1.66136 0.19728 -5.09237
H -4.04842 -1.75407 -3.15751
H -3.64186 -2.48896 -0.83807
H -1.52592 -1.71265 0.33669
H -0.10574 -0.06373 -0.84621
H -0.82290 0.94664 -2.91307
C 4.11953 -0.38474 3.31826
C 2.92559 0.41244 2.81082
C 3.13061 1.13677 1.64797
C 2.00578 1.69922 1.04170
C 0.73413 1.35468 1.47717
C 0.53960 0.81785 2.75496
C 1.67198 0.27599 3.38134
H 4.95903 0.15940 3.73503
H 4.49469 -1.04459 2.53131
H 3.76338 -1.06561 4.08416
H 4.11565 1.33223 1.25516
H 2.09720 2.24315 0.11046
H -0.11910 1.71242 0.91041
H -0.45925 0.46638 2.98220
H 1.49444 -0.30839 4.27567
*
```

E_HOMO	-9.0	eV
SMILES	Cc1ccccc1.Cc1ccccc1
Kohn-Sham gap	9.91	eV

Results of the Löwdin charge analysis, in e, for atoms 1 through 2: C -0.066; C -0.280

***

(C)
2 unconnected molecules or ions with the total composition C14H16, computed with ωB97M-V/def2-TZVPD.

Geometry as ORCA input:
```
! RIJCOSX wB97M-V def2-TZVPD def2/J DEFGRID3
* xyz 0 1
C 0.68781 -3.70473 1.92411
C 1.14628 -2.27831 1.80110
C 2.45202 -2.12006 1.32030
C 3.03686 -0.90034 1.07238
C 2.34687 0.24656 1.45284
C 1.10533 0.08824 2.11369
C 0.42578 -1.11840 2.05670
H 0.05697 -3.93299 2.77435
H 1.56192 -4.35713 2.08329
H 0.22625 -4.00568 0.90207
H 3.00312 -2.98657 0.94346
H 4.06814 -0.85957 0.74930
H 2.76091 1.25747 1.43412
H 0.74343 0.98015 2.60795
H -0.61849 -1.14013 2.37215
C -0.94572 0.97317 -3.66309
C -1.40506 1.36631 -2.32883
C -1.75366 2.75003 -2.17107
C -2.16722 3.18516 -0.90174
C -2.04014 2.28339 0.15583
C -1.75264 0.98342 -0.01863
C -1.28622 0.51290 -1.24649
H -0.51712 -0.04898 -3.67041
H -0.32832 1.72321 -4.16076
H -1.73960 1.07810 -4.47771
H -1.74019 3.40095 -3.06735
H -2.49926 4.13480 -0.57862
H -2.28173 2.67398 1.12849
H -1.67471 0.30796 0.81353
H -0.87161 -0.49289 -1.42094
*
```

E_HOMO	-8.8	eV
SMILES	Cc1ccccc1.Cc1ccccc1
Kohn-Sham gap	9.70	eV

Results of the Löwdin charge analysis, in e, for atoms 1 through 2: C -0.063; C -0.287

***

Which of them is the least stable? Correct choice: (C).

***

(A)
2 unconnected molecules or ions with the total composition C14H16, computed with ωB97M-V/def2-TZVPD.

Geometry as ORCA input:
```
! RIJCOSX wB97M-V def2-TZVPD def2/J DEFGRID3
* xyz 0 1
C -0.13652 -2.91043 2.02432
C 0.58788 -2.84271 0.71625
C 1.52529 -1.82968 0.44005
C 1.82343 -1.57909 -0.86016
C 1.38965 -2.42614 -1.93454
C 0.61900 -3.52666 -1.66320
C 0.20258 -3.66647 -0.31055
H -1.22263 -2.91459 2.04159
H 0.16315 -2.13378 2.74079
H 0.21534 -3.77017 2.62780
H 1.88141 -1.21263 1.25504
H 2.37627 -0.75293 -1.28382
H 1.73789 -2.04538 -2.88628
H 0.43351 -4.36926 -2.31193
H -0.49018 -4.47577 -0.11137
C -2.23990 3.06235 1.50246
C -1.38484 2.96275 0.25766
C -0.52585 3.96280 -0.15617
C 0.55244 3.61058 -0.96974
C 0.82197 2.30286 -1.27540
C -0.06413 1.25964 -0.90971
C -1.16833 1.63005 -0.15275
H -3.15192 2.44997 1.41215
H -2.62270 4.07638 1.65250
H -1.79577 2.63691 2.40044
H -0.85840 4.99221 -0.06774
H 1.08171 4.41465 -1.47240
H 1.78709 2.03314 -1.69126
H 0.18263 0.27369 -1.25862
H -1.72007 0.78773 0.24460
*
```

E_HOMO	-8.9	eV
SMILES	Cc1ccccc1.Cc1ccccc1
Kohn-Sham gap	9.74	eV

Results of the Löwdin charge analysis, in e, for atoms 1 through 2: C -0.064; C -0.285

***

(B)
2 unconnected molecules or ions with the total composition C14H16, computed with ωB97M-V/def2-TZVPD.

Geometry as ORCA input:
```
! RIJCOSX wB97M-V def2-TZVPD def2/J DEFGRID3
* xyz 0 1
C 2.85329 -0.57814 1.84839
C 1.53888 -1.28000 1.56617
C 1.06068 -1.44284 0.24809
C 0.05243 -2.35588 0.07580
C -0.82655 -2.63670 1.13020
C -0.49311 -2.38313 2.43667
C 0.77831 -1.79877 2.59040
H 2.64481 0.49254 1.64826
H 3.62981 -0.96098 1.20783
H 2.98280 -0.59046 2.93078
H 1.54621 -1.02718 -0.63302
H -0.19675 -2.65436 -0.93177
H -1.85375 -2.89242 0.85596
H -1.17583 -2.53633 3.25763
H 1.18161 -1.70055 3.60223
C 1.19966 1.87706 -2.14990
C -0.24187 1.74575 -1.72615
C -1.09445 0.83794 -2.29004
C -2.45113 0.70152 -1.92736
C -2.91245 1.33103 -0.81229
C -2.07366 2.25160 -0.13865
C -0.76263 2.39692 -0.54228
H 1.77876 0.96767 -2.26707
H 1.72482 2.57725 -1.47851
H 1.40317 2.42169 -3.08118
H -0.84143 0.13730 -3.08619
H -3.13741 0.15628 -2.55738
H -3.88011 1.04193 -0.42048
H -2.39741 2.90698 0.64927
H -0.03671 2.99429 -0.00542
*
```

E_HOMO	-8.7	eV
SMILES	Cc1ccccc1.Cc1ccccc1
Kohn-Sham gap	9.66	eV

Results of the Löwdin charge analysis, in e, for atoms 1 through 2: C -0.044; C -0.286

***

Which of them is the least stable? Correct choice: (A).